Below is 3 unconnected molecules or ions with the total composition C3H13N2O3, with properties calculated with ωB97M-V/def2-TZVPD.

The geometry in ORCA input format:
```
! wB97M-V def2-TZVPD RIJCOSX def2/J DEFGRID3
* xyz 1 1
C 0.551 0.468 0.276
C -0.957 0.259 0.272
C -1.372 -0.975 1.059
N -2.353 -0.773 1.980
O -0.904 -2.083 0.858
N 1.200 -0.897 -0.200
H 0.952 0.826 1.212
H 0.888 1.118 -0.528
H -1.490 1.160 0.522
H -1.403 0.025 -0.698
H -2.561 0.183 2.211
H -2.857 -1.505 2.452
H 1.645 -0.740 -1.101
H 0.423 -1.573 -0.244
H 1.880 -1.144 0.513
H 0.807 -1.673 -3.020
H -0.245 -0.791 -3.548
O 0.515 -0.745 -2.952
H 1.760 4.461 -0.762
H 3.188 4.379 -0.055
O 2.412 3.910 -0.329
*
```

Results
M in g/mol: 125.15
HOMO-LUMO gap in eV: 11.37
Relative energy (zero: lowest compared OMol25 entry of this formula, charge and spin) in kcal per mole: 16.3
Lowest unoccupied orbital energy in eV: -2.91
HOMO level in eV: -14.3

Below is 3 unconnected molecules or ions with the total composition C3H13N2O3, with properties calculated with ωB97M-V/def2-TZVPD.

The geometry in ORCA input format:
```
! wB97M-V def2-TZVPD RIJCOSX def2/J DEFGRID3
* xyz 1 1
N -0.740 -0.922 -0.167
C -0.373 0.550 -0.520
C -1.444 1.447 -1.042
C 0.151 1.004 0.754
N 1.045 2.030 0.711
O -0.076 0.373 1.791
H 0.223 -1.567 -0.090
H -1.350 -1.400 -0.983
H -1.252 -0.917 0.675
H 0.475 0.480 -1.397
H -1.387 1.660 -2.093
H -1.426 2.510 -0.550
H -2.472 1.148 -1.098
H 1.377 2.325 1.553
H 1.233 2.465 -0.124
H -0.804 -3.598 1.660
H -1.813 -2.855 0.534
O -0.868 -3.194 0.829
H 3.638 -0.269 0.472
H 2.944 -0.970 -0.755
O 2.921 -0.303 -0.161
*
```

Results
M in g/mol: 125.15
HOMO-LUMO gap in eV: 10.62
Relative energy (zero: lowest compared OMol25 entry of this formula, charge and spin) in kcal per mole: 66.5
Lowest unoccupied orbital energy in eV: -3.58
HOMO level in eV: -14.2

Below is 2 unconnected molecules or ions with the total composition C3H13N2S, with properties calculated with ωB97M-V/def2-TZVPD.

The geometry in ORCA input format:
```
! wB97M-V def2-TZVPD RIJCOSX def2/J DEFGRID3
* xyz 1 1
C -2.671 0.296 1.145
S -1.501 1.386 2.029
H -3.395 0.910 0.533
H -2.048 -0.340 0.544
H -3.229 -0.350 1.864
H -2.283 1.448 3.178
C 1.188 0.206 -1.497
N 0.998 -0.696 -2.649
C 1.417 -0.741 -0.308
N 1.236 -0.091 1.003
H 0.320 0.878 -1.285
H 2.074 0.869 -1.580
H 0.129 -1.182 -2.629
H 1.005 -0.124 -3.553
H 2.452 -1.143 -0.335
H 0.738 -1.624 -0.407
H 1.664 -0.619 1.801
H 1.708 0.799 0.973
H 0.198 0.116 1.174
*
```

Results
M in g/mol: 109.22
HOMO-LUMO gap in eV: 9.75
Relative energy (zero: lowest compared OMol25 entry of this formula, charge and spin) in kcal per mole: 18.7
Lowest unoccupied orbital energy in eV: -3.42
HOMO level in eV: -13.2

Below is a molecular structure, C3H13N2Si, with properties calculated with ωB97M-V/def2-TZVPD.

The geometry in ORCA input format:
```
! wB97M-V def2-TZVPD RIJCOSX def2/J DEFGRID3
* xyz 1 1
C 1.240 2.136 0.030
C 0.626 1.034 0.836
C 0.460 -1.481 0.582
N -1.378 -1.089 0.327
N 0.916 -0.268 0.017
Si -2.080 -0.954 -1.281
H 1.482 1.919 -1.114
H 0.677 3.079 0.079
H 2.252 2.294 0.565
H -0.484 0.860 0.846
H 0.950 0.871 1.993
H 0.711 -2.498 0.172
H 0.631 -1.517 1.680
H -1.944 -1.559 0.939
H 0.482 0.058 -0.865
H 1.934 -0.334 -0.082
H -0.864 -0.782 -2.135
H -2.767 -2.190 -1.746
H -2.846 0.421 -0.842
*
```

Results
M in g/mol: 105.24
HOMO-LUMO gap in eV: 10.10
Relative energy (zero: lowest compared OMol25 entry of this formula, charge and spin) in kcal per mole: 92.9
Lowest unoccupied orbital energy in eV: -3.33
HOMO level in eV: -13.4

Below is 2 unconnected molecules or ions with the total composition C3H13N3, with properties calculated with ωB97M-V/def2-TZVPD.

The geometry in ORCA input format:
```
! wB97M-V def2-TZVPD RIJCOSX def2/J DEFGRID3
* xyz 0 1
C -1.969 2.127 1.238
C -2.079 0.536 1.037
N -1.778 -0.025 -0.337
H -1.734 2.275 2.252
H -1.130 2.672 0.578
H -2.907 2.482 1.006
H -1.278 0.156 1.550
H -3.032 0.179 1.357
H -2.646 -0.260 -0.893
H -1.127 0.680 -0.780
N 2.534 -1.946 0.350
C 1.643 -1.074 -0.630
N 2.548 -0.510 -1.648
H 2.608 -2.844 -0.030
H 3.440 -1.516 0.567
H 0.718 -1.466 -0.985
H 1.262 -0.246 -0.031
H 2.990 -1.201 -2.245
H 1.937 -0.020 -2.355
*
```

Results
M in g/mol: 91.16
HOMO-LUMO gap in eV: 10.11
Relative energy (zero: lowest compared OMol25 entry of this formula, charge and spin) in kcal per mole: 38.5
Lowest unoccupied orbital energy in eV: 1.01
HOMO level in eV: -9.1

Below is 2 unconnected molecules or ions with the total composition C3H13N3, with properties calculated with ωB97M-V/def2-TZVPD.

The geometry in ORCA input format:
```
! wB97M-V def2-TZVPD RIJCOSX def2/J DEFGRID3
* xyz 1 2
C 0.740 -1.787 0.772
N 0.905 -0.778 1.876
C 1.861 -1.032 2.944
H 1.731 -1.785 0.080
H 0.705 -2.770 1.260
H -0.043 -1.670 0.091
H -0.011 -0.847 2.231
H 2.830 -0.511 2.967
H 2.243 -2.073 2.788
H 1.432 -0.839 3.939
N -0.933 0.502 -2.214
C -1.712 1.643 -2.452
N -1.422 2.905 -1.689
H -1.300 -0.308 -2.760
H -1.012 0.168 -1.234
H -1.339 1.913 -3.416
H -2.861 1.327 -2.351
H -0.460 3.203 -2.090
H -1.353 2.739 -0.740
*
```

Results
M in g/mol: 91.16
HOMO-LUMO gap (alpha / beta) in eV: 8.46 / 3.19
Relative energy (zero: lowest compared OMol25 entry of this formula, charge and spin) in kcal per mole: 62.1
Lowest unoccupied orbital energy (alpha / beta) in eV: -3.58 / -8.86
HOMO level (alpha / beta) in eV: -12.0 / -12.0
<S²>: 0.754

Looking at largest force on an atom for the records above, in order, we have 2.39; 6.05; 3.18; 6.00; 4.05; 5.66 eV Å⁻¹.
Looking at energy for the records above, in order, we have -12438.9636; -12436.7874; -17130.2690; -14169.7598; -7790.3546; -7781.0346 eV.